(1)
{
  "formula": "C4H4S2",
  "method": "the ωB97M-V functional and the def2-TZVPD basis",
  "elements": ["C", "C", "C", "C", "S", "S", "H", "H", "H", "H"],
  "xyz": [[0.74905, -1.10587, 0.14030], [0.11152, 0.02706, -0.01117], [-1.25237, 0.27840, -0.14933], [-2.17956, 1.27092, -0.02861], [-3.76482, 0.52549, 0.02422], [-2.77169, -1.25410, -0.08627], [1.73023, -1.27052, 0.41709], [-0.10119, -1.77454, 0.32707], [0.46281, 1.05652, -0.07098], [-1.94204, 2.28559, -0.12698]],
  "forces_ev_per_a": [[-3.2658, -0.3749, 0.6374], [0.7366, 2.7553, -0.7258], [-5.0767, -2.4321, 0.6206], [0.4222, -2.4712, -0.6077], [0.2314, 1.4406, -0.0074], [2.6880, 1.1203, -0.0929], [1.7365, -0.3034, 0.1149], [1.1883, -1.2598, -0.2095], [1.3599, 0.0043, 0.0616], [-0.0204, 1.5210, 0.2088]],
  "smiles": "C=Cc1css1",
  "total_energy_ha": -951.07335,
  "e_homo_ha": -0.301,
  "mol_weight_da": 116.2,
  "e_above_lowest_kcal_mol": 62.2
}

***

(2)
{
  "formula": "C4H8FN",
  "method": "the ωB97M-V functional and the def2-TZVPD basis",
  "elements": ["C", "C", "C", "F", "C", "N", "H", "H", "H", "H", "H", "H", "H", "H"],
  "xyz": [[-0.12598, 1.60446, -0.14382], [-0.42574, 0.09690, 0.15118], [1.01187, -0.31301, 0.71169], [1.94885, -0.40371, -0.39237], [-1.77052, -0.35273, 0.45966], [-0.96450, -0.77228, -0.90643], [-0.89760, 2.03572, -0.90754], [0.85840, 1.78845, -0.65887], [-0.07412, 2.08209, 0.80293], [1.48680, 0.58332, 1.42452], [0.98052, -1.23201, 1.48217], [-2.00372, -1.17833, 1.17810], [-2.63784, 0.44697, 0.06420], [-0.63834, -1.70057, -0.58154]],
  "forces_ev_per_a": [[-1.3382, -0.4036, -3.2830], [4.0761, 1.7959, -0.6905], [0.4389, 0.6415, 2.9794], [-1.7726, -0.5049, 1.8633], [-1.7224, 0.8679, -2.4210], [-0.8832, -0.0647, 2.8141], [1.0426, -0.5088, 1.7711], [-0.8644, -0.6559, 0.5627], [-0.3972, 0.8394, 0.6827], [-1.4266, -2.2585, -1.9589], [0.4466, 1.3595, -2.4082], [0.1201, 1.0264, -0.8255], [2.3244, -2.4331, 1.7454], [-0.0441, 0.2988, -0.8316]],
  "smiles": "C[C@@]1(CF)CN1",
  "total_energy_ha": -311.71107,
  "e_homo_ha": -0.373,
  "mol_weight_da": 89.1,
  "e_above_lowest_kcal_mol": 68.0
}

***

(3)
{
  "formula": "C21H64N14O9",
  "method": "the ωB97M-V functional and the def2-TZVPD basis",
  "elements": ["C", "C", "C", "O", "C", "N", "H", "H", "H", "H", "H", "H", "H", "H", "H", "H", "H", "C", "C", "C", "O", "C", "N", "H", "H", "H", "H", "H", "H", "H", "H", "H", "H", "H", "C", "C", "C", "O", "C", "N", "H", "H", "H", "H", "H", "H", "H", "H", "H", "H", "H", "C", "C", "C", "O", "C", "N", "H", "H", "H", "H", "H", "H", "H", "H", "H", "H", "H", "C", "O", "N", "N", "H", "H", "H", "H", "C", "O", "N", "N", "H", "H", "H", "H", "C", "O", "N", "N", "H", "H", "H", "H", "C", "O", "N", "N", "H", "H", "H", "H", "C", "O", "N", "N", "H", "H", "H", "H"],
  "xyz": [[9.76824, 7.47494, 15.96558], [9.66302, 7.18523, 17.48097], [10.76235, 7.88384, 18.28611], [10.37465, 7.67305, 19.67660], [11.17992, 8.38408, 20.62895], [8.27593, 7.52571, 17.89922], [10.60703, 6.96832, 15.48822], [10.02222, 8.51517, 15.76176], [8.89664, 7.37412, 15.31885], [9.74967, 6.10396, 17.58794], [10.82182, 8.96463, 18.15777], [11.77049, 7.53291, 18.06567], [11.12726, 9.40459, 20.24965], [12.18588, 7.99743, 20.79218], [10.70879, 8.28800, 21.60717], [8.63762, 8.13336, 18.62035], [7.87431, 8.21929, 17.28462], [7.02905, 5.90388, 12.76788], [5.53064, 5.62235, 12.82423], [4.83430, 5.34150, 11.52687], [3.38185, 5.42171, 11.80323], [2.72364, 5.37792, 10.57048], [5.29758, 4.43592, 13.65750], [7.33962, 5.05302, 12.16150], [7.61126, 5.91687, 13.68926], [7.21169, 6.85245, 12.26295], [5.05481, 6.43668, 13.37066], [5.24017, 4.47653, 11.00230], [4.97026, 6.22483, 10.90290], [1.77509, 4.84257, 10.61247], [3.14230, 4.69782, 9.82867], [2.57654, 6.41651, 10.27421], [5.99429, 3.81948, 13.26417], [4.35568, 4.09236, 13.53554], [13.13892, 4.49876, 17.73300], [13.38183, 3.34962, 16.78744], [14.74620, 3.49842, 15.97708], [14.79404, 4.44597, 14.91661], [15.99128, 4.31479, 14.06030], [13.67298, 2.17962, 17.70804], [13.13276, 5.28831, 16.98155], [14.08736, 4.72813, 18.21875], [12.22681, 4.46861, 18.32902], [12.54805, 3.12835, 16.12114], [15.18132, 2.54466, 15.67857], [15.52191, 3.80787, 16.67751], [16.70759, 3.52712, 14.29393], [16.56430, 5.21318, 14.28974], [15.73885, 4.38795, 13.00245], [13.71750, 1.36142, 17.11755], [14.51261, 2.30957, 18.25414], [4.55363, 7.19456, 17.76769], [3.74538, 8.51059, 17.85098], [3.83869, 9.49757, 16.74050], [5.15255, 9.89485, 16.55322], [5.24637, 11.08891, 15.75471], [2.33102, 8.31702, 18.11283], [5.58458, 7.49517, 17.95444], [4.62013, 6.85676, 16.73349], [4.31261, 6.33831, 18.39766], [3.96848, 8.95261, 18.82204], [3.16176, 10.29926, 17.03569], [3.37775, 9.22102, 15.79226], [6.23198, 11.04132, 15.29170], [5.19546, 12.02910, 16.30386], [4.44311, 11.23397, 15.03232], [2.12910, 7.40997, 17.71711], [2.16253, 8.20701, 19.10258], [15.41054, 10.93878, 21.27873], [15.59625, 11.83680, 22.04709], [14.95555, 9.75935, 21.65210], [15.39053, 11.06795, 19.97311], [14.63567, 9.64291, 22.60302], [14.61993, 9.15180, 20.91838], [15.50744, 12.02352, 19.66763], [15.07731, 10.33604, 19.35158], [6.86445, 4.20114, 17.46793], [6.44311, 3.14081, 17.49163], [7.57949, 4.68687, 18.48067], [6.69249, 4.97907, 16.43932], [7.74569, 4.07143, 19.26407], [8.09821, 5.54347, 18.34918], [6.02583, 4.64813, 15.75657], [7.29197, 5.78359, 16.32325], [13.90612, 7.46621, 13.90261], [13.54274, 8.51624, 13.49452], [13.20343, 6.44133, 13.84291], [14.89216, 7.28573, 14.71844], [13.54798, 5.62748, 14.33181], [12.34828, 6.52940, 13.31275], [15.50232, 8.06662, 14.91342], [15.21355, 6.35388, 14.93855], [13.24853, 10.49148, 16.68048], [14.31892, 10.09714, 16.97565], [12.61787, 11.17017, 17.51145], [12.63561, 10.23021, 15.60054], [11.92622, 11.82788, 17.18110], [12.98084, 11.04668, 18.44586], [13.06421, 9.59445, 14.94312], [11.85395, 10.78638, 15.28466], [8.93500, 11.57144, 19.40809], [10.00454, 11.92826, 19.24783], [8.01256, 12.40636, 19.78507], [8.54016, 10.38145, 19.27050], [8.33578, 13.31536, 20.08396], [7.07489, 12.06220, 19.93485], [7.55807, 10.24208, 19.46067], [9.21263, 9.63305, 19.35866]],
  "forces_ev_per_a": [[1.3003, 0.7453, -0.3124], [-0.4347, -0.3818, -2.8374], [-0.6418, -0.0453, 1.1515], [0.7959, -0.5875, -0.0820], [-1.0088, -0.0667, -0.6185], [1.5610, 0.9061, 0.9662], [-0.0186, -0.4389, 0.0318], [0.0556, 0.4146, 0.4681], [-0.3712, -0.7220, 0.5400], [0.4532, -0.0671, 0.2800], [-0.2838, 0.2971, -0.5383], [0.0067, -0.5034, 0.0144], [0.7840, 0.4725, 0.6777], [0.2449, -0.0189, -0.6665], [-0.3479, 0.1776, -0.1475], [-1.5902, -0.1079, 1.2150], [-0.0527, -0.0060, -0.6821], [-0.6444, -0.4345, -1.1573], [-0.6159, -0.0331, 2.2045], [-0.8169, 3.1858, 0.1263], [1.8732, -1.9020, -0.2858], [-1.1169, -0.3795, -0.1489], [1.0114, 0.3178, 0.4714], [1.0738, 0.1748, -0.2350], [-0.5906, -0.2168, 0.2133], [0.1280, -0.1537, -0.2449], [-0.3529, 0.3069, -0.4722], [-0.5893, -0.4604, 0.1509], [0.4444, -0.0156, -0.6205], [-0.5975, 0.5532, 0.8860], [1.1014, 0.5924, -0.2842], [-0.0555, -0.1884, -0.8056], [-0.3190, -1.1187, 0.4209], [0.0250, -0.2265, -0.1761], [0.6812, 1.1037, -2.3151], [2.4831, -1.7557, 1.4141], [0.0392, 0.4670, 0.8563], [0.7261, -1.3754, -1.1456], [-0.2699, 1.5002, 0.9400], [-1.4970, 0.2311, -1.4092], [-0.7566, 1.0439, 0.3892], [-0.3023, -0.2865, 0.8173], [0.3578, -0.1176, -0.0050], [0.0139, -0.0988, 0.1909], [-0.8081, -0.4144, -0.5550], [-0.0750, 0.3136, 0.7121], [-0.7405, -0.5809, 0.0888], [0.2674, 0.1417, -0.2290], [-0.2994, -0.4254, 0.1660], [0.3993, -0.4176, 0.3609], [0.1474, 0.0570, -0.2300], [0.9360, 1.2763, -1.2370], [-0.4789, -1.3025, 2.1807], [-0.4820, 0.5321, 0.0511], [0.4797, 1.4229, -0.6716], [0.5902, -0.2868, 0.2613], [-1.2725, -1.0356, -0.6846], [0.1949, -0.3515, 0.2797], [-0.3651, -0.2396, -0.1227], [-0.3793, 0.4234, 0.2254], [1.2868, 0.7659, -0.3719], [0.2392, 0.6090, 0.3493], [0.0644, -0.9293, -0.2596], [-0.1976, 0.1149, -0.2880], [0.1153, -0.1303, 0.8015], [-0.0201, -0.7487, -0.3827], [-0.7354, -0.1323, -0.1447], [0.0423, -0.0015, 0.0645], [-1.6126, 0.3554, 0.2988], [1.1946, 1.9508, 1.6680], [-0.6170, -3.2729, 1.2012], [0.7693, 1.1696, -2.8385], [0.1510, -0.0602, -0.3441], [-0.0935, -0.1860, 0.6194], [0.0282, -0.4378, -0.4801], [0.1927, 0.4525, -0.3509], [2.7253, 4.0348, 0.9994], [-3.9604, -8.6458, 0.5053], [1.4976, 1.0709, 1.7501], [-0.1008, 2.6232, -2.5055], [0.1399, 0.2248, -0.3866], [-0.3891, 0.0462, 0.6177], [0.3808, 0.3119, -0.5594], [-0.5964, 0.0477, -0.2415], [0.8078, 1.9654, 1.5706], [-0.7639, 4.8346, -2.4286], [-4.6420, -6.1190, -1.7157], [5.2115, 0.5827, 2.5505], [-0.8596, -0.4371, -0.4641], [0.1069, -0.6052, 0.2127], [-0.1193, -0.1611, 0.0211], [-0.1912, 0.4915, 0.2353], [1.1717, -0.9632, -1.2580], [5.8708, -3.1910, 1.0872], [-4.0841, 4.6508, 5.1990], [-2.2839, -1.2295, -5.4493], [-0.3050, -0.1979, 1.1511], [-0.5535, 1.1718, 0.0249], [0.0979, 0.2278, -0.5782], [0.0200, -0.4132, 0.1120], [-2.9977, 1.2123, 1.0292], [9.5356, 2.6690, -1.3598], [-3.5657, 2.8833, 1.2024], [-2.5203, -6.2480, -0.7241], [-0.5100, -0.1789, -0.1761], [0.1036, 0.7525, 0.2821], [0.3324, -0.9686, -0.0337], [-0.3662, 0.1444, -0.0445]],
  "total_energy_ha": -2282.12555,
  "e_homo_ha": [0.023, -0.256],
  "spin_multiplicity": 2,
  "mol_weight_da": 656.8,
  "e_above_lowest_kcal_mol": 36.0,
  "total_charge": -1
}

***

(4)
{
  "formula": "C12H18O4",
  "method": "the ωB97M-V functional and the def2-TZVPD basis",
  "elements": ["C", "C", "H", "H", "O", "C", "O", "C", "C", "C", "O", "O", "H", "C", "C", "C", "C", "H", "H", "H", "C", "H", "H", "C", "H", "H", "H", "H", "H", "H", "H", "H", "H", "H"],
  "xyz": [[-4.30907, -0.46643, -1.29169], [-3.69581, -0.05353, -0.01539], [-3.97336, 1.07989, 0.19121], [-4.18857, -0.71980, 0.75556], [-2.39799, -0.31638, -0.16764], [-1.86170, 0.01125, 1.19872], [-2.48111, 0.25436, 2.32640], [-0.32153, 0.04981, 0.89199], [0.12545, -1.08667, 0.01124], [1.10267, -2.11762, 0.86349], [1.53571, -1.66516, 1.94772], [1.11152, -3.13180, 0.10900], [1.82410, -4.00509, 0.59220], [1.01514, -0.49478, -1.05783], [2.04353, 0.35699, -0.74492], [1.57821, 1.32452, 0.31061], [2.53365, 2.23676, 0.89073], [2.05631, 3.33716, 0.71838], [3.63124, 2.47496, 0.43130], [2.46193, 2.29557, 2.03531], [0.13240, 1.40156, 0.41251], [-0.14930, 2.25586, 1.41671], [-0.39495, 1.77392, -0.34174], [3.39103, 0.13444, -0.88349], [4.13451, 1.06138, -1.05297], [3.56522, -0.05387, -2.14461], [3.82284, -1.01020, -0.57593], [0.33799, 0.08875, -1.80167], [1.35437, -1.45942, -1.52022], [-0.63055, -1.72622, -0.21148], [0.12538, -0.00784, 1.96657], [-5.47478, -0.41891, -1.52535], [-3.91346, 0.21657, -2.12706], [-4.09101, -1.62004, -1.60768]],
  "forces_ev_per_a": [[-2.2776, -1.5329, -4.8767], [-5.9527, 0.6722, 0.2527], [0.7629, -2.1764, -0.1223], [0.7182, 1.0808, -0.1878], [2.6246, 1.2764, 5.0470], [0.0665, 0.6156, 2.3610], [3.0970, -1.5543, -7.3268], [-1.6642, -0.4665, 4.6032], [3.5167, 1.3553, 3.5290], [-2.0600, 7.5518, 2.6602], [0.0563, -3.6332, -2.8896], [4.5238, -7.0027, 1.9982], [-2.9815, 3.7037, -1.9992], [-3.9760, -4.1519, -4.9570], [-2.2786, 6.4564, 8.4698], [3.2905, -3.4145, -6.2064], [0.6895, 5.6666, 1.0975], [0.8562, -2.0107, 0.1818], [-2.7191, -1.4988, 1.3784], [0.7073, -0.6167, -1.4170], [0.4682, 1.8902, 7.4930], [0.7358, -2.4497, -2.9778], [-1.9141, 1.4531, -3.6896], [6.8327, -2.4056, -6.2692], [-1.4861, -2.2099, 1.8843], [-0.7256, -0.0902, 2.6650], [-0.8218, 3.4682, -0.1747], [0.6469, -1.3107, 0.6876], [0.0753, 1.1855, -0.7446], [-2.2104, -1.3005, -1.7748], [-0.5272, -0.3335, -1.9660], [2.2444, 0.2093, 1.4059], [-0.2480, -1.2118, 0.9377], [-0.0698, 2.7853, 0.9270]],
  "total_energy_ha": -768.69352,
  "e_homo_ha": -0.286,
  "mol_weight_da": 226.3,
  "e_above_lowest_kcal_mol": 225.1
}